Record 1
Molecular formula: C25H47AsB2ClF6INO7S
Method: DFT, ωB97M-V/def2-TZVPD

Atoms and positions in Å:
1 C 5.92333 -2.86205 3.82218
2 C 6.40978 -2.08267 2.42699
3 B 5.70051 -0.62442 2.25788
4 O 6.44388 0.51419 2.91176
5 N 4.38219 -0.24186 1.61835
6 C 3.20388 -1.17830 1.97445
7 S 3.19939 -2.97487 1.62163
8 C 1.99213 -0.28670 1.33570
9 C 0.65120 -1.16950 1.22681
10 O 0.19684 -1.93234 0.23386
11 O -0.22390 -1.19577 2.45089
12 C 2.71167 0.43360 0.00628
13 C 2.22554 1.99952 0.36241
14 C 0.62643 2.23709 0.47432
15 C 0.18371 3.36578 -0.67888
16 C -1.23088 4.11896 -0.34624
17 C -2.39432 3.17942 0.31776
18 C -3.84789 3.26999 -0.50524
19 C -4.45624 1.74537 -0.60218
20 C -5.71012 1.56973 -1.64697
21 C -5.66947 -0.02823 -2.13646
22 C -6.21642 -1.06345 -0.96550
23 C -7.87263 -1.09502 -0.85855
24 C -8.36996 -1.19436 0.72747
25 O -8.72178 -2.56569 1.13648
26 C -7.52757 -3.36187 1.47341
27 C 2.01571 0.24029 -1.42636
28 C 2.42203 -0.97884 -2.40741
29 O 2.95188 -0.64938 -3.62020
30 Cl 2.19902 -2.80317 -2.15480
31 C 4.36485 0.46892 0.23291
32 C 5.17721 1.87879 0.26726
33 C 5.33134 2.77423 -1.06258
34 C 4.50107 2.45660 -2.39590
35 I 4.85308 4.88943 -0.51402
36 B 5.36919 -0.51802 -0.59652
37 O 6.69051 -0.11290 -1.20227
38 O 5.07362 -1.96932 -0.88127
39 H 6.90099 -2.98290 4.46498
40 H 5.44204 -3.90542 3.57289
41 H 5.15607 -2.13663 4.34420
42 H 7.58753 -2.02398 2.41787
43 H 6.12662 -2.84376 1.55180
44 H 5.80637 0.80782 3.63654
45 H 4.10493 0.59848 2.22058
46 H 3.01807 -1.11828 3.15216
47 H 2.31720 -3.38903 0.61725
48 H 1.75133 0.43680 2.25597
49 H 2.63220 2.79015 -0.39206
50 H 2.67797 2.23018 1.44334
51 H -0.07108 1.32581 0.28833
52 H 0.32353 2.70313 1.51272
53 H 1.00309 4.19532 -0.79365
54 H 0.01361 2.75110 -1.68822
55 H -1.66290 4.49720 -1.39267
56 H -1.07413 5.09963 0.31038
57 H -2.63553 3.64551 1.38907
58 H -2.14950 2.03719 0.37810
59 H -4.60666 3.92277 0.12745
60 H -3.73967 3.77744 -1.55880
61 H -4.75589 1.41460 0.50258
62 H -3.59392 1.02161 -0.99721
63 H -6.72715 1.81178 -1.08178
64 H -5.61362 2.24230 -2.62850
65 H -4.55332 -0.36371 -2.38394
66 H -6.34002 -0.16352 -3.10158
67 H -5.90407 -2.16063 -1.31638
68 H -5.69727 -0.90290 0.07334
69 H -8.29646 -2.06998 -1.38769
70 H -8.31239 -0.14541 -1.40740
71 H -7.50787 -0.70980 1.37728
72 H -9.34624 -0.54058 0.80722
73 H -6.57658 -2.68504 1.65626
74 H -7.28742 -4.12675 0.59495
75 H -7.71675 -3.94713 2.48536
76 H 0.84142 0.09136 -1.24764
77 H 2.04744 1.24252 -2.07647
78 H 4.79399 2.61470 1.13064
79 H 6.31478 1.70430 0.60641
80 H 6.47796 2.85697 -1.39393
81 H 4.33528 1.34240 -2.69530
82 H 3.43065 2.98574 -2.40808
83 H 5.07792 2.95548 -3.31556
84 H 7.01973 -0.83276 -1.81889
85 H 4.93262 -2.08249 -1.88680
86 F -3.29488 -4.03816 -2.95752
87 As -2.64630 -4.03216 -1.26044
88 F -4.34318 -3.99985 -0.61179
89 F -2.61839 -2.21554 -1.27792
90 F -1.99744 -4.02570 0.43686
91 F -0.94939 -4.06461 -1.90888
92 F -2.67410 -5.84873 -1.24289

Forces on the atoms, in the same order (eV/Å):
C 0.38 0.84 -0.21
C 0.08 -1.81 -1.43
B 3.70 0.44 1.81
O -3.42 -2.27 0.07
N -0.07 1.78 2.47
C -3.51 0.37 0.33
S 0.58 -0.36 0.19
C 0.74 -1.17 0.90
C -7.31 -3.91 1.94
O 4.06 4.33 3.37
O 5.73 1.40 -5.20
C -1.90 3.10 1.04
C 0.23 0.22 0.88
C -0.91 1.49 -0.62
C -0.67 -0.59 0.21
C -0.39 0.26 -0.78
C -1.21 0.96 0.14
C -0.20 -0.46 0.73
C 0.33 0.33 -0.43
C 0.32 -1.06 0.10
C -0.30 -0.11 0.55
C -0.19 -1.19 -1.22
C 0.45 -0.38 0.44
C -0.19 0.96 -1.25
O 2.05 1.29 0.17
C 0.86 -0.57 0.13
C -1.63 -0.65 -0.68
C 2.83 1.72 -6.42
O -3.10 -1.98 7.70
Cl 0.05 2.86 0.04
C 0.40 -1.00 -1.13
C 1.11 1.32 2.12
C 0.97 -0.35 -1.30
C -0.64 0.91 -1.45
I 0.31 -0.83 -0.27
B 1.99 -3.03 -3.87
O -3.04 -1.09 0.88
O -0.08 3.43 -1.19
H -2.26 0.19 -1.03
H 0.92 2.33 0.58
H 1.45 -1.87 -0.57
H -2.43 0.27 0.09
H 0.54 1.89 1.71
H 1.34 0.07 -1.23
H 0.27 -1.05 -0.74
H 0.93 -0.14 -2.50
H 0.36 1.62 0.54
H 0.37 -1.05 -2.51
H -0.49 -1.59 1.38
H -0.84 -0.27 -2.36
H 1.59 1.35 0.57
H 0.78 -1.11 -1.93
H -1.39 -1.71 0.04
H 0.63 1.51 2.01
H 1.01 -0.68 2.23
H -0.16 -2.21 -1.31
H 0.74 -1.47 -2.13
H -0.15 2.32 0.07
H 1.54 -1.20 -1.38
H -0.10 -1.12 1.94
H 0.63 0.56 -2.49
H -1.80 1.56 1.03
H 2.04 -0.48 -1.38
H -0.09 -1.25 2.33
H -2.43 0.91 0.43
H 1.36 0.20 1.94
H -0.42 2.45 0.90
H -1.03 -0.05 -2.03
H 0.90 2.15 0.99
H 0.73 -1.84 1.29
H -1.83 -1.15 -0.99
H 1.83 -1.46 0.14
H -1.94 -1.32 -0.51
H -0.44 1.65 1.93
H 0.18 1.14 -2.19
H 2.58 -0.06 -0.04
H 0.46 -2.50 1.36
H 0.50 -1.91 -1.88
H -2.66 -0.10 -0.74
H -2.69 -0.39 1.06
H 0.48 1.83 0.87
H 2.34 -1.26 0.20
H -1.19 -1.08 2.09
H -0.72 1.05 1.37
H 0.29 0.12 2.22
F 0.64 0.02 1.78
As 0.54 0.16 0.63
F 1.62 -0.04 -0.72
F -0.19 -1.91 -0.13
F -0.93 -0.14 -2.16
F -1.81 -0.02 0.56
F -0.02 1.90 -0.09

Properties
Kohn-Sham gap in eV: 5.5
HOMO in eV: -5.17
Calculated total energy in eV: -152456.8811
LUMO level in eV: 0.37
Spin multiplicity: 1
Charge: -1

---

Record 2
Molecular formula: C46H44FN3O11
Method: DFT, ωB97M-V/def2-TZVPD

Atoms and positions in Å:
1 C 3.32437 -3.93137 4.12132
2 C 2.79955 -4.33627 2.70842
3 O 2.81020 -3.13794 1.88883
4 C 1.57164 -2.60646 1.69426
5 O 0.61302 -3.24010 1.31363
6 C 1.47081 -1.11641 1.95034
7 C 0.82125 -0.80216 3.34810
8 C -0.57229 -0.19575 3.12426
9 C -0.65132 1.27872 2.77008
10 C 0.40589 2.11169 2.45414
11 F 1.66720 1.63794 2.46018
12 C 0.23034 3.41708 2.10694
13 C -1.04701 3.95232 2.04309
14 C -2.14939 3.18826 2.36452
15 C -3.52331 3.84079 2.30385
16 C -4.44013 3.28409 1.17449
17 C -4.55395 4.18299 -0.03861
18 N -4.81439 5.58617 0.09660
19 O -4.45321 3.68224 -1.14618
20 C -1.93373 1.86277 2.71938
21 C -3.13400 1.00350 3.07436
22 C -3.39353 0.95093 4.58468
23 C -2.44905 1.24038 5.54749
24 C -2.74208 1.19337 6.88927
25 C -3.99355 0.86238 7.34076
26 C -4.93924 0.55787 6.37658
27 C -4.65671 0.59146 5.03489
28 C -5.78052 0.22332 4.08056
29 C -0.92095 5.40336 1.58695
30 O -1.71578 6.30999 1.56902
31 N 0.42843 5.49221 1.17010
32 N 0.65020 5.80892 -0.19851
33 C 1.71695 6.52469 -0.40976
34 C 2.95220 5.90352 -1.01490
35 C 1.81726 8.01804 -0.12999
36 C 1.23736 4.50163 1.74401
37 O 2.42332 4.51476 1.95501
38 H 3.81721 -2.95783 4.10634
39 H 4.00408 -4.72636 4.44387
40 H 2.46286 -3.88125 4.79553
41 H 3.48227 -5.04276 2.21923
42 H 1.80920 -4.76707 2.85334
43 H 2.44920 -0.63346 1.87528
44 H 0.84099 -0.66325 1.17834
45 H 0.75324 -1.75582 3.88743
46 H 1.47077 -0.15952 3.94534
47 H -1.10576 -0.80955 2.38612
48 H -1.14060 -0.33222 4.05484
49 H -4.00468 3.70830 3.28001
50 H -3.39228 4.91014 2.12402
51 H -5.45452 3.19930 1.60103
52 H -4.16763 2.27424 0.86703
53 H -4.39875 6.04652 -0.70906
54 H -5.81776 5.71156 -0.03071
55 H -4.05866 1.37521 2.63250
56 H -3.02068 -0.02559 2.71218
57 H -1.43783 1.50379 5.24717
58 H -1.95057 1.45082 7.58944
59 H -4.23073 0.83139 8.39811
60 H -5.92991 0.29569 6.74372
61 H -6.60045 -0.26081 4.62225
62 H -5.46452 -0.48776 3.30981
63 H -6.22327 1.12144 3.62713
64 H 3.73999 5.89846 -0.25016
65 H 3.34295 6.51894 -1.83912
66 H 2.76605 4.88188 -1.34811
67 H 2.72364 8.40226 -0.61533
68 H 1.92348 8.24605 0.93697
69 H 0.98101 8.54742 -0.59280
70 O -6.46234 3.93386 -5.60995
71 C -5.39677 4.50030 -5.49059
72 C -4.68771 4.54399 -4.18843
73 C -3.51974 5.16815 -4.06017
74 C -2.87648 5.84530 -5.21185
75 O -1.81104 6.41313 -5.09612
76 C -3.58609 5.80180 -6.51490
77 C -4.75371 5.17777 -6.64422
78 H -5.16745 4.04508 -3.35742
79 H -2.98818 5.20965 -3.11744
80 H -3.10162 6.30213 -7.34383
81 H -5.28623 5.13433 -7.58595
82 O 4.59288 -7.18412 -3.66169
83 C 4.19888 -7.11245 -2.51648
84 C 2.90330 -6.47246 -2.18767
85 C 2.47291 -6.39243 -0.93116
86 C 3.27090 -6.94172 0.19093
87 O 2.87477 -6.86808 1.33534
88 C 4.56767 -7.58194 -0.13740
89 C 4.99745 -7.66185 -1.39356
90 H 2.33557 -6.07841 -3.02075
91 H 1.53040 -5.92770 -0.66873
92 H 5.13584 -7.97590 0.69577
93 H 5.94004 -8.12577 -1.65500
94 O 3.72888 -9.49333 -6.72898
95 C 4.75323 -9.11162 -7.25342
96 C 5.69416 -8.20951 -6.54417
97 C 6.81671 -7.79212 -7.12575
98 C 7.17554 -8.20988 -8.50205
99 O 8.19940 -7.83065 -9.03021
100 C 6.23405 -9.11187 -9.21051
101 C 5.11195 -9.53031 -8.63161
102 H 5.41709 -7.91432 -5.53928
103 H 7.51603 -7.13354 -6.62643
104 H 6.51248 -9.40564 -10.21466
105 H 4.41301 -10.18893 -9.13162

Forces on the atoms, in the same order (eV/Å):
C -0.51 -0.65 -0.67
C 1.34 0.36 0.83
O -1.22 0.08 0.49
C -0.52 0.48 -0.80
O 0.55 -0.10 0.52
C 0.58 0.51 0.19
C 0.23 -0.54 -0.90
C 0.32 -0.29 0.94
C -0.81 -0.18 -0.28
C 0.86 -0.51 0.24
F 0.00 0.06 0.03
C 0.23 1.19 -0.04
C 0.15 0.43 0.18
C -0.51 0.96 -0.26
C 0.08 -0.37 -0.09
C -0.44 0.62 0.89
C -0.01 -0.83 -1.44
N -0.04 -0.39 0.29
O 0.32 0.34 0.60
C -0.49 -0.85 -0.02
C 0.01 0.01 0.72
C -0.09 -0.05 -0.36
C 0.71 0.20 -0.57
C 0.91 0.37 0.90
C -0.15 -0.07 -0.20
C -0.50 -0.08 1.34
C -1.11 -0.44 -0.82
C -0.14 -0.01 0.18
C 0.17 -0.79 0.23
O 0.37 -0.69 -0.38
N -1.23 2.71 0.13
N 2.04 -1.97 -0.05
C 0.30 0.96 0.33
C -0.62 0.46 -1.56
C 1.01 -0.26 0.43
C -0.42 -1.57 0.36
O -0.69 0.34 -0.80
H 0.12 -0.23 -0.07
H -0.05 0.33 0.30
H 0.31 0.05 0.13
H -0.48 0.35 0.35
H 0.05 0.04 -0.75
H -0.07 -0.28 0.02
H 0.10 -0.25 0.01
H -0.33 0.27 0.05
H -0.15 -0.03 -0.14
H 0.18 0.22 -0.04
H 0.08 0.09 -0.20
H 0.00 0.07 -0.17
H -0.09 -0.14 0.24
H 0.12 0.10 -0.20
H 0.08 0.31 -0.32
H 0.03 -0.09 0.00
H 0.01 0.09 0.39
H 0.31 0.03 -0.08
H 0.02 0.21 -0.04
H -0.15 0.10 0.05
H -0.13 -0.09 -0.02
H 0.01 0.01 -0.11
H 0.03 -0.05 -0.38
H 0.21 0.09 0.01
H -0.01 0.30 -0.03
H 0.23 -0.21 -0.19
H -0.42 0.06 0.19
H 0.00 -0.25 0.09
H 0.01 0.12 0.09
H -0.12 -0.10 0.19
H -0.39 0.03 -0.13
H -0.15 -0.28 0.38
O 0.00 0.02 -0.02
C 0.00 -0.02 0.02
C -0.04 0.00 -0.01
C -0.05 0.00 0.04
C 0.06 0.01 0.06
O -0.01 0.02 -0.03
C -0.07 -0.02 -0.06
C 0.05 0.05 -0.07
H 0.04 -0.01 0.01
H 0.02 -0.03 -0.01
H 0.04 0.01 0.03
H -0.03 -0.02 0.02
O 0.02 0.04 0.08
C -0.03 0.00 -0.04
C -0.05 0.03 0.04
C -0.06 0.03 -0.08
C -0.10 -0.04 -0.01
O 0.03 -0.33 -0.17
C 0.08 -0.01 -0.03
C 0.03 -0.03 0.07
H 0.03 -0.02 -0.03
H 0.02 0.01 0.06
H -0.03 0.01 0.02
H -0.01 0.01 -0.04
O 0.01 -0.02 -0.02
C -0.03 0.01 0.03
C 0.07 0.05 0.07
C -0.08 -0.04 0.03
C 0.08 0.06 0.00
O -0.01 -0.02 -0.01
C -0.08 -0.06 -0.01
C 0.04 -0.01 -0.08
H -0.03 -0.04 -0.08
H 0.02 0.00 -0.03
H 0.04 0.03 0.01
H -0.03 0.00 0.03

Properties
Kohn-Sham gap in eV: 6.4
HOMO in eV: -8.05
Calculated total energy in eV: -78119.7439
LUMO level in eV: -1.68
Spin multiplicity: 1
Charge: 0
SMILES string: CCOC(=O)CCCc1c(F)c2c(c(CCC(N)=O)c1Cc1ccccc1C)C(=O)N(N=C(C)C)C2=O.O=C1C=CC(=O)C=C1.O=C1C=CC(=O)C=C1.O=C1C=CC(=O)C=C1